Formula: C29H64N4O7P
Source: the OMol25 dataset
Level of theory: wB97M-V/def2-TZVPD

Bonds (Å) are listed after each position.
Element x y z (Å)
1 C -3.13430 -1.44136 0.01557  P2 1.948, H15 1.173, H16 1.174, H17 1.180
2 P -3.75738 0.38589 -0.24542  C1 1.948, C3 1.930, H18 1.440, H19 1.444
3 C -5.56457 0.21152 -0.90002  P2 1.930, C4 1.640, H20 1.183, H21 1.191
4 C -6.35376 1.63999 -1.06677  C3 1.640, C5 1.661, H22 1.170, H23 1.188
5 C -7.49624 1.91872 0.10656  C4 1.661, N6 1.513, H24 1.189, H25 1.190
6 N -8.90189 1.76900 -0.43218  C5 1.513, C7 1.517, H26 1.044
7 C -9.78947 0.93252 0.46979  N6 1.517, C8 1.673, H27 1.174, H28 1.194
8 C -9.77757 -0.60335 -0.19229  C7 1.673, C9 1.646, C13 1.640
9 C -10.77546 -0.88810 -1.46989  C8 1.646, C10 1.664, H29 1.188
10 C -10.69415 -2.41425 -2.12883  C9 1.664, C11 1.644, H30 1.187
11 C -9.65784 -3.51033 -1.47425  C10 1.644, C12 1.662, H31 1.186
12 C -8.66959 -3.21344 -0.17175  C11 1.662, C13 1.672, H32 1.192
13 C -8.74512 -1.68001 0.49020  C8 1.640, C12 1.672, O14 1.486
14 O -7.89999 -1.26119 1.63786  C13 1.486, H33 1.006
15 H -3.72379 -2.14249 -0.71752  C1 1.173
16 H -1.97176 -1.53853 -0.11462  C1 1.174
17 H -3.44991 -1.70814 1.12078  C1 1.180
18 H -2.87947 1.10935 -1.12907  P2 1.440
19 H -3.72152 1.02585 1.04876  P2 1.444
20 H -6.12714 -0.54799 -0.18777  C3 1.183
21 H -5.46251 -0.32650 -1.95787  C3 1.191
22 H -5.57825 2.51511 -1.11866  C4 1.170
23 H -6.90747 1.59511 -2.11654  C4 1.188
24 H -7.30048 1.27672 1.08807  C5 1.189
25 H -7.34545 3.05054 0.44191  C5 1.190
26 H -9.33792 2.67931 -0.69850  N6 1.044
27 H -10.89839 1.31201 0.54484  C7 1.174
28 H -9.38975 0.88912 1.59370  C7 1.194
29 H -11.51681 -0.07348 -1.91388  C9 1.188
30 H -11.38870 -2.61681 -3.06964  C10 1.187
31 H -9.56193 -4.59542 -1.94249  C11 1.186
32 H -7.92793 -4.02989 0.28098  C12 1.192
33 H -7.88296 -1.96819 2.35278  O14 1.006
34 C 3.01740 -3.45662 -4.62404  O35 1.423, H43 1.092, H44 1.094, H45 1.095
35 O 2.26961 -3.69769 -3.43793  C34 1.423, C36 1.431
36 C 2.59480 -2.80423 -2.36797  O35 1.431, C37 1.537, H46 1.097, H47 1.096
37 C 1.44595 -1.81684 -2.10968  C36 1.537, N38 1.466, H48 1.095, H49 1.094
38 N 1.31852 -0.84469 -3.19937  C37 1.466, C39 1.469, H50 1.016
39 C 0.07284 -0.06721 -3.15756  N38 1.469, C40 1.541, H51 1.097, H52 1.097
40 C -1.25682 -0.83725 -3.27011  C39 1.541, O41 1.433, H53 1.096, H54 1.095
41 O -1.48286 -1.42966 -4.55476  C40 1.433, C42 1.421
42 C -0.84620 -2.68590 -4.74080  O41 1.421, H55 1.093, H56 1.091, H57 1.094
43 H 2.84911 -4.29077 -5.30800  C34 1.092
44 H 2.67970 -2.54087 -5.11820  C34 1.094
45 H 4.08952 -3.39166 -4.41103  C34 1.095
46 H 3.54376 -2.28075 -2.53962  C36 1.097
47 H 2.72198 -3.42497 -1.47376  C36 1.096
48 H 1.63102 -1.28294 -1.17115  C37 1.095
49 H 0.53091 -2.40470 -1.99487  C37 1.094
50 H 1.35578 -1.33342 -4.08957  N38 1.016
51 H 0.12357 0.64070 -3.99404  C39 1.097
52 H 0.06499 0.53459 -2.24038  C39 1.097
53 H -2.06297 -0.10540 -3.14075  C40 1.096
54 H -1.39534 -1.57326 -2.47064  C40 1.095
55 H -0.79174 -3.27011 -3.81842  C42 1.093
56 H 0.14857 -2.53792 -5.16362  C42 1.091
57 H -1.42563 -3.25413 -5.47389  C42 1.094
58 C 5.98832 0.56600 -1.54592  O59 1.423, H67 1.092, H68 1.094, H69 1.095
59 O 5.09657 1.37031 -2.30882  C58 1.423, C60 1.431
60 C 3.71802 1.14836 -1.99390  O59 1.431, C61 1.537, H70 1.097, H71 1.096
61 C 3.12535 2.35322 -1.24655  C60 1.537, N62 1.466, H72 1.095, H73 1.094
62 N 3.66436 2.46000 0.11243  C61 1.466, C63 1.469, H74 1.016
63 C 3.36602 3.73942 0.76970  N62 1.469, C64 1.541, H75 1.097, H76 1.097
64 C 3.91008 5.02457 0.11700  C63 1.541, O65 1.433, H77 1.096, H78 1.095
65 O 5.33637 5.14852 0.16906  C64 1.433, C66 1.421
66 C 6.02328 4.44669 -0.85744  O65 1.421, H79 1.093, H80 1.091, H81 1.094
67 H 6.98549 0.65668 -1.98105  C58 1.092
68 H 6.03846 0.91474 -0.51020  C58 1.094
69 H 5.69205 -0.48789 -1.57047  C58 1.095
70 H 3.56557 0.21528 -1.43700  C60 1.097
71 H 3.19410 1.04608 -2.95106  C60 1.096
72 H 2.03624 2.24729 -1.19423  C61 1.095
73 H 3.35498 3.24628 -1.83458  C61 1.094
74 H 4.67403 2.34903 0.08138  N62 1.016
75 H 3.78636 3.67153 1.78068  C63 1.097
76 H 2.27916 3.82767 0.88964  C63 1.097
77 H 3.52273 5.86873 0.69971  C64 1.096
78 H 3.54169 5.17660 -0.90340  C64 1.095
79 H 5.46306 4.42022 -1.79580  C66 1.093
80 H 6.26048 3.43651 -0.52053  C66 1.091
81 H 6.97374 4.95639 -1.03879  C66 1.094
82 C 5.05607 -1.41833 2.20896  O83 1.423, H91 1.092, H92 1.094, H93 1.095
83 O 5.85877 -0.45708 2.88410  C82 1.423, C84 1.431
84 C 5.25136 0.83650 2.96504  O83 1.431, C85 1.537, H94 1.097, H95 1.096
85 C 4.81913 1.15021 4.40597  C84 1.537, N86 1.466, H96 1.095, H97 1.094
86 N 3.67762 0.32670 4.81527  C85 1.466, C87 1.469, H98 1.016
87 C 3.40481 0.36674 6.25816  N86 1.469, C88 1.541, H99 1.097, H100 1.097
88 C 4.50755 -0.13424 7.21031  C87 1.541, O89 1.433, H101 1.096, H102 1.095
89 O 4.75025 -1.54408 7.13403  C88 1.433, C90 1.421
90 C 5.61516 -1.93329 6.07642  O89 1.421, H103 1.093, H104 1.091, H105 1.094
91 H 5.66767 -2.30381 2.02518  C82 1.092
92 H 4.20451 -1.71798 2.82693  C82 1.094
93 H 4.70155 -1.03401 1.24684  C82 1.095
94 H 4.41618 0.94647 2.26191  C84 1.097
95 H 6.02140 1.55927 2.67221  C84 1.096
96 H 4.54429 2.20810 4.47975  C85 1.095
97 H 5.68476 0.97521 5.05104  C85 1.094
98 H 3.85162 -0.63974 4.55368  N86 1.016
99 H 2.51362 -0.25205 6.42024  C87 1.097
100 H 3.12702 1.39131 6.53481  C87 1.097
101 H 4.15445 0.04581 8.23261  C88 1.096
102 H 5.44270 0.42875 7.11765  C88 1.095
103 H 6.38455 -1.18574 5.86606  C90 1.093
104 H 5.03097 -2.14899 5.18063  C90 1.091
105 H 6.11046 -2.86351 6.36870  C90 1.094

For the LUMO energy, the calculation gives -3.03 eV. As for the net charge: +1. The value obtained for the calculated total energy is -60670.4986 eV. The value obtained for the orbital gap is 6.97 eV.